The following is a quantum chemistry calculation of the molecule C4H7NO, from the Open Molecules 2025 dataset.

As for the energy relative to the best compared isomer or geometry (same formula, charge and spin): 189.37 kJ/mol. The HOMO energy is -9.8566 eV. The molar mass comes out at 85.11 g/mol. Its structure (SMILES) is C[C@@]1(C=O)CN1.

The geometry in XYZ format:
```
13
Properties=species:S:1:pos:R:3:mulliken_charge:R:1
C 1.40216 -0.58721 0.00639 -1.43
C -0.02012 -0.07164 -0.08671 1.29
C -1.10871 -0.99724 0.35966 -0.20
O -2.28512 -0.78398 0.16565 -0.51
C -0.22486 1.38788 0.13159 -0.68
N -0.44140 0.82110 -1.17952 -0.70
H 1.41934 -1.65879 0.23368 0.38
H 1.96160 -0.41019 -0.91545 0.34
H 1.91707 -0.07045 0.82425 0.29
H -0.77283 -1.93761 0.84347 0.32
H -1.05717 1.71170 0.74901 0.28
H 0.68699 1.97990 0.20234 0.30
H -1.44827 0.67765 -1.29332 0.30
```